1.
{"formula": "C7H12", "method": "wB97M-V/def2-TZVPD", "smiles": "C=C(C)C(=C)CC", "homo_energy_ha": -0.3171, "elements": ["C", "C", "C", "C", "C", "C", "C", "H", "H", "H", "H", "H", "H", "H", "H", "H", "H", "H", "H"], "coordinates": [[-1.5725, 1.2569, 1.0072], [-1.4061, -0.1859, 0.2713], [-0.2872, -0.1850, -0.7100], [-0.7275, -0.4326, -1.9450], [2.1142, 0.2746, -0.8798], [1.0582, -0.2543, -0.2071], [1.4691, -0.8809, 1.1104], [-1.5008, 1.2297, 2.0422], [-2.6074, 1.6844, 1.0072], [-0.8932, 2.0202, 0.5935], [-1.2896, -1.1851, 0.9559], [-2.3935, -0.3539, -0.1144], [-1.6884, -0.4211, -2.1842], [-0.1231, -0.4655, -2.8128], [2.0322, 0.7902, -1.8987], [3.1729, 0.3222, -0.6308], [0.9202, -1.7569, 1.2925], [2.5012, -1.1936, 1.1712], [1.2212, -0.2632, 1.9315]], "atomic_forces_ev_per_a": [[-0.7, -0.6, -1.4], [-0.5, -0.1, 3.5], [-2.4, -1.6, -0.5], [4.3, 0.9, 0.4], [-0.9, 1.0, -2.3], [4.2, 1.1, -0.5], [-0.6, -0.1, -0.6], [1.1, -0.4, 2.1], [0.5, -0.6, -1.1], [-0.2, -0.5, 0.2], [0.0, 2.8, -0.8], [-0.1, -0.2, -1.0], [-4.2, 0.0, -0.5], [1.1, -0.4, -0.6], [-0.6, -0.7, 1.5], [-0.4, -0.6, 0.8], [-0.9, -1.4, 0.2], [0.3, 0.4, -0.3], [-0.1, 0.9, 1.0]], "nbo_charge": [-0.627, -0.415, -0.037, -0.341, -0.363, -0.038, -0.628, 0.208, 0.210, 0.214, 0.203, 0.216, 0.179, 0.185, 0.187, 0.198, 0.209, 0.222, 0.217]}

2.
{"formula": "C26H38F9IN2O10", "method": "wB97M-V/def2-TZVPD", "smiles": "CC(=O)OC[C@]1(CC(=O)N(C)C)C(=O)NC[C@H]1C[C@H](C)I.CCOC(=O)C(F)(F)F.CCOC(=O)C(F)(F)F.CCOC(=O)C(F)(F)F", "homo_energy_ha": -0.3434, "elements": ["C", "C", "O", "O", "C", "C", "C", "C", "O", "N", "C", "C", "C", "O", "N", "C", "C", "C", "C", "C", "I", "H", "H", "H", "H", "H", "H", "H", "H", "H", "H", "H", "H", "H", "H", "H", "H", "H", "H", "H", "H", "H", "H", "H", "C", "C", "O", "C", "O", "C", "F", "F", "F", "H", "H", "H", "H", "H", "C", "C", "O", "C", "O", "C", "F", "F", "F", "H", "H", "H", "H", "H", "C", "C", "O", "C", "O", "C", "F", "F", "F", "H", "H", "H", "H", "H"], "coordinates": [[0.7015, -4.5188, 2.1144], [1.8428, -3.6417, 1.3872], [2.8945, -4.2494, 1.0984], [1.6371, -2.2571, 1.1221], [2.2641, -1.8773, -0.1293], [1.5938, -0.5620, -0.7862], [2.4595, 0.0539, -1.9801], [2.3495, -0.7010, -3.3750], [1.7172, -0.1023, -4.2884], [2.8884, -2.0196, -3.7083], [4.2248, -2.2839, -3.0968], [1.9108, -3.1240, -3.4914], [1.8978, 0.5267, 0.3966], [2.7158, 0.4778, 1.3276], [0.9877, 1.6505, 0.0970], [-0.1909, 1.1740, -0.6905], [0.0059, -0.4273, -0.7696], [-0.8802, -0.8733, -2.0182], [-1.7421, -2.2086, -1.7969], [-0.9350, -3.4373, -1.1680], [-2.3347, -2.8714, -3.8285], [-0.0356, -3.7531, 2.5441], [0.1976, -5.1858, 1.3387], [1.1675, -5.1442, 2.9412], [3.3691, -1.6603, 0.1085], [2.2628, -2.7733, -0.8313], [3.5631, 0.0215, -1.6538], [2.2295, 1.1707, -2.1112], [4.3519, -1.9117, -2.0312], [5.0062, -1.8627, -3.8242], [4.3752, -3.4229, -3.1311], [1.6890, -3.7366, -4.4345], [0.9196, -2.6954, -3.1242], [2.2906, -3.8473, -2.6981], [0.7014, 2.1748, 0.9399], [-1.1961, 1.5187, -0.2783], [-0.0872, 1.4977, -1.7853], [-0.4099, -0.8033, 0.2268], [-1.6496, -0.0316, -2.1900], [-0.3261, -0.9863, -3.0013], [-2.7198, -2.0188, -1.2340], [-0.3504, -3.9905, -1.9706], [-0.1888, -3.1037, -0.3776], [-1.6846, -4.1313, -0.6589], [-2.2902, -4.1084, 8.0055], [-1.0337, -4.5543, 7.2846], [-1.3200, -5.6389, 6.3874], [-1.8238, -5.2943, 5.1880], [-2.0431, -4.1635, 4.8440], [-2.0325, -6.5335, 4.3221], [-2.6082, -7.5458, 4.9982], [-0.8653, -7.0088, 3.8426], [-2.8157, -6.2971, 3.2571], [-2.7627, -4.9540, 8.5109], [-2.0582, -3.3389, 8.7440], [-3.0241, -3.7050, 7.3043], [-0.3082, -4.9303, 8.0089], [-0.5578, -3.7258, 6.7533], [2.8756, 4.2855, -0.4754], [1.6622, 5.0273, 0.0467], [1.9111, 6.4409, 0.0979], [1.7549, 7.1088, -1.0603], [1.4331, 6.5979, -2.0994], [2.0013, 8.6005, -0.8520], [3.0970, 8.8426, -0.1068], [0.9684, 9.1921, -0.2182], [2.1727, 9.2625, -2.0074], [3.7603, 4.5307, 0.1173], [2.7125, 3.2086, -0.4388], [3.0960, 4.5672, -1.5078], [1.4501, 4.7095, 1.0700], [0.7705, 4.8113, -0.5486], [-4.0601, 5.6667, -3.6275], [-3.3960, 5.6665, -2.2651], [-3.9789, 4.6648, -1.4151], [-3.5200, 3.4115, -1.5820], [-2.6798, 3.0980, -2.3820], [-4.1837, 2.4635, -0.5872], [-5.5123, 2.6587, -0.4966], [-3.6871, 2.6201, 0.6576], [-4.0094, 1.1702, -0.9098], [-5.1418, 5.7833, -3.5266], [-3.6721, 6.4786, -4.2451], [-3.8882, 4.7226, -4.1493], [-3.5620, 6.6281, -1.7752], [-2.3143, 5.5281, -2.3437]], "atomic_forces_ev_per_a": [[0.0, 2.1, -0.1], [2.1, -2.3, 0.1], [-3.0, 2.5, 0.3], [-0.5, -2.5, -0.5], [1.3, 0.0, -1.2], [0.9, 0.4, 3.0], [1.0, -0.5, -0.1], [-2.1, 1.8, -3.0], [1.8, -1.9, 3.1], [0.1, 0.7, 2.0], [0.6, -1.0, -1.0], [-1.0, -0.5, 0.1], [-0.2, 1.1, 0.6], [-2.3, 0.3, -2.9], [-0.1, -1.6, 1.5], [1.0, -0.8, -1.2], [-0.8, 1.2, -0.4], [-1.1, -0.3, 0.1], [0.7, -0.1, 0.3], [-0.3, 0.1, 0.2], [-0.1, 0.3, 0.7], [0.7, -1.4, -0.5], [0.7, 1.0, 1.0], [-0.5, 0.9, -1.3], [-1.7, -0.1, -0.5], [-0.2, 1.2, 0.8], [-1.6, 0.0, -0.3], [0.0, -1.9, -0.1], [-0.1, -0.5, -1.3], [-0.9, -0.4, 1.4], [-0.1, 1.7, 0.3], [0.5, 1.0, 1.2], [1.3, -0.7, -0.6], [-0.5, 0.9, -0.9], [0.6, -0.4, -0.6], [1.5, -0.6, -0.4], [-0.3, 0.1, 1.6], [0.7, 0.0, -1.4], [1.2, -1.3, 0.1], [-0.3, 0.4, 1.4], [1.5, -0.2, -0.8], [-0.9, 0.6, 1.1], [-1.0, -0.2, -0.9], [1.1, 0.7, -0.8], [-0.3, -0.1, -0.2], [0.1, 0.5, 0.6], [-0.2, -0.3, -1.0], [0.5, 1.2, 1.3], [0.0, -0.8, -0.3], [-0.5, -1.6, -1.0], [0.2, 0.5, 0.1], [0.0, 0.5, 0.3], [0.3, 0.4, 0.5], [0.1, 0.1, 0.1], [0.0, -0.1, -0.1], [0.1, 0.1, 0.0], [-0.1, -0.3, -0.3], [-0.2, -0.2, -0.1], [0.4, 0.2, -0.3], [0.0, -0.9, 0.0], [-0.2, 1.0, -0.4], [-0.3, -1.8, 0.2], [0.2, 0.8, 0.3], [0.5, 1.8, 0.1], [-0.3, -0.5, -0.2], [0.0, -0.5, -0.1], [-0.2, -0.7, 0.2], [-0.1, 0.0, 0.1], [0.0, 0.1, 0.0], [-0.1, 0.0, 0.0], [0.1, 0.4, 0.0], [0.1, 0.2, -0.1], [-0.2, -0.3, -0.1], [0.2, 0.6, -0.5], [0.1, -1.0, 0.5], [0.6, 1.5, -0.9], [-0.4, -0.4, 0.7], [-1.1, -1.2, 1.0], [0.5, 0.2, -0.3], [0.2, 0.2, -0.4], [0.3, 0.6, -0.2], [0.1, 0.1, 0.0], [0.0, 0.0, 0.1], [0.1, 0.1, 0.0], [-0.1, -0.3, 0.2], [-0.2, -0.2, 0.0]], "mulliken_charge": [-0.924, 0.512, -0.561, -0.327, -0.710, 1.267, -0.393, -0.501, -0.561, 0.139, -0.764, -0.402, -0.260, -0.649, 0.205, -1.097, 0.199, -0.658, -0.756, -0.311, -0.011, 0.262, 0.275, 0.376, 0.621, 0.124, 0.467, 0.311, 0.229, 0.261, 0.375, 0.323, -0.193, 0.312, 0.352, -0.050, 0.330, 0.483, 0.141, 0.549, 0.606, 0.269, -0.284, 0.388, -1.110, -0.193, -0.311, 0.382, -0.504, 0.877, -0.250, -0.251, -0.245, 0.303, 0.370, 0.318, 0.323, 0.305, -0.788, -0.015, -0.354, 0.384, -0.504, 0.827, -0.243, -0.253, -0.240, 0.323, 0.049, 0.318, 0.320, 0.164, -1.177, -0.087, -0.334, 0.386, -0.492, 0.909, -0.258, -0.268, -0.228, 0.307, 0.395, 0.314, 0.360, 0.206]}

3.
{"formula": "C6H11NS", "method": "wB97M-V/def2-TZVPD", "smiles": "CSC=C=N.C=CC", "homo_energy_ha": -0.2990, "elements": ["C", "C", "C", "C", "C", "C", "N", "S", "H", "H", "H", "H", "H", "H", "H", "H", "H", "H", "H"], "coordinates": [[1.1964, 1.6718, -0.3638], [0.7984, -0.6931, -2.0883], [-1.5112, -0.4657, -1.2539], [0.2852, 0.3319, 3.2946], [1.3209, 0.8275, 0.5981], [-0.0679, -0.8942, -1.1917], [1.1896, 2.5921, -1.1837], [1.3756, 1.4552, 2.3795], [0.5296, 2.9929, -1.8385], [0.7279, 0.0959, -2.8416], [1.7657, -1.2457, -2.1667], [-1.6787, 0.2593, -0.3227], [-2.2057, -1.2928, -1.3773], [-1.6995, 0.1562, -2.0993], [0.9881, -0.4543, 3.5923], [-0.5578, -0.0240, 2.5854], [-0.0995, 0.9141, 4.1462], [1.7353, -0.2035, 0.4815], [0.0147, -1.8901, -0.6210]], "atomic_forces_ev_per_a": [[-0.8, 3.2, -2.4], [4.4, 0.9, -3.5], [0.6, 2.4, 2.3], [-0.5, -0.4, -1.5], [1.1, -1.8, 3.5], [-4.2, -4.5, 2.0], [1.0, -1.3, 1.1], [0.0, 0.4, -2.0], [-0.4, -0.6, 0.6], [-0.3, -0.1, 0.2], [-0.9, 0.4, 0.3], [-0.3, -1.9, -1.7], [0.1, -0.1, 0.7], [0.1, 0.7, -0.8], [-0.9, -0.2, 0.3], [1.4, 0.5, 1.5], [0.1, -0.5, -0.3], [-0.6, 1.3, -0.1], [0.4, 1.8, -0.1]], "nbo_charge": [0.444, -0.403, -0.647, -0.752, -0.589, -0.178, -0.654, 0.193, 0.408, 0.187, 0.202, 0.214, 0.227, 0.204, 0.220, 0.234, 0.234, 0.262, 0.195]}